Record 1
C3H12N2OS | wB97M-V/def2-TZVPD

* HOMO-LUMO gap: 9.68 eV
* spin multiplicity: 1
* structure (SMILES): NCNCCS.O
* HOMO: -8.87 eV
* energy relative to the best compared isomer or geometry (same formula, charge and spin): 62.9 kJ/mol

Cartesian coordinates (Å):
H -1.97606 -1.87783 0.37551
N 0.44381 -1.10321 0.51619
H 2.58182 1.30982 0.19009
H 2.78154 0.20732 -0.92818
C 1.73976 -0.49997 0.77971
H 0.58667 1.25394 -1.21317
H 2.48203 -1.29515 0.79991
H 1.53638 0.11080 1.65981
C -1.93905 -0.82164 0.12523
O 0.05037 1.08841 -2.02895
H 0.36556 -1.39576 -0.44960
N 2.10574 0.52668 -0.24746
H -1.87536 -0.72073 -0.94881
H -3.23373 1.04759 -0.32445
S -3.41532 0.16247 0.65758
C -0.71939 -0.26067 0.87620
H -0.10689 1.93250 -2.41850
H -0.51237 0.78278 0.64577
H -0.89552 -0.44734 1.93314

Forces on the atoms, in the same order (eV/Å):
H -0.6 0.0 0.1
N 0.0 -0.1 0.0
H -0.1 0.0 0.2
H -0.2 -0.4 -0.2
C -1.3 0.8 -1.3
H -0.1 -0.5 -0.8
H 0.2 0.2 0.6
H 0.9 -0.6 0.6
C 0.2 1.1 0.9
O 0.2 -0.6 0.9
H 0.1 0.0 -0.1
N 0.4 0.3 0.6
H 0.3 0.1 -0.2
H -0.1 0.2 0.0
S 0.3 -0.7 -0.3
C 0.6 -1.4 -0.9
H -0.2 0.9 -0.4
H -0.4 0.2 0.1
H -0.1 0.5 0.2

Record 2
C2H5NP2 | wB97M-V/def2-TZVPD

* HOMO-LUMO gap: 10.67 eV
* spin multiplicity: 1
* structure (SMILES): N#CC(P)P
* HOMO: -10.07 eV
* energy relative to the best compared isomer or geometry (same formula, charge and spin): 98.2 kJ/mol

Cartesian coordinates (Å):
C 1.35035 0.61776 -0.22663
P -1.27014 1.00212 -0.14052
N 2.13968 1.35344 0.14036
H -1.41392 -1.90758 0.23999
H 0.04226 -1.74918 1.31457
P -0.02937 -1.87907 -0.08578
H 0.39595 -0.13763 -1.74258
H -0.89844 0.69421 1.15059
H -0.49865 2.08422 -0.01794
C 0.18229 -0.07829 -0.63207

Forces on the atoms, in the same order (eV/Å):
C -0.1 -0.3 0.8
P -0.9 -1.6 -0.5
N 1.3 0.6 0.3
H -0.2 0.3 -0.8
H 0.8 0.3 0.2
P 0.0 -0.2 0.3
H -1.0 -0.1 0.8
H -0.4 -0.1 1.1
H 0.8 2.0 -0.2
C -0.2 -0.8 -2.0

Record 3
C29H68N9O10 | wB97M-V/def2-TZVPD

* HOMO-LUMO gap (spin up / spin down): 1.71 / 5.97 eV
* spin multiplicity: 2
* total charge: -2
* HOMO (spin up / spin down): 2.06 / -2.21 eV
* expectation value of S²: 0.75

Cartesian coordinates (Å):
H -1.15760 0.44619 -2.21161
H -2.49099 -0.58591 -2.16619
H 2.24985 2.05763 -1.45086
H -1.79335 3.29436 0.44585
H 2.76577 0.55937 5.16589
H 1.61459 5.87617 -1.09975
H 6.32061 1.48517 3.98868
H -1.96603 -2.28868 2.51293
O 1.49244 -2.30101 0.46837
H -2.49021 -1.90486 -4.73909
O -1.91565 1.46303 -5.79328
H -3.24999 2.22167 5.41198
C -1.69394 -4.96662 2.22647
N 0.20521 -4.89071 -3.53909
H -2.57618 1.75846 -0.18327
N 0.82173 -0.11775 4.84389
N 4.51671 1.30434 2.85483
N -3.54144 1.25232 3.71175
N -3.11526 3.42638 -1.14744
H 2.80909 -1.89828 -4.73043
H 2.71127 -1.11592 4.87698
H -2.52259 -2.90512 0.91999
H -2.48483 0.07994 2.50979
N -2.82845 -4.23797 2.35834
H 2.47580 5.83854 -2.64299
H 5.85041 -0.02112 1.99592
C -4.19184 -4.60993 2.70667
H 3.31173 1.77562 1.29058
C 3.65623 -0.37817 -2.06334
H 5.15255 2.80713 4.13335
C -4.34156 0.33332 4.51865
C 0.89442 -0.06431 -0.49863
H 3.71818 4.57004 -0.21321
O -0.39151 -0.54412 6.76903
H 0.49206 -3.49738 -2.01931
C 3.66216 4.02156 -1.15349
C 0.06367 -4.48825 -2.17019
H -2.83405 1.63883 1.81109
H 0.55055 -5.19066 -1.49368
H -0.46332 -3.06767 -4.29406
C 5.25966 1.73455 3.97154
H 4.87822 -0.65655 3.29860
C -2.90239 -0.89591 -4.72422
H -3.82812 -0.60926 4.70842
H 1.40795 -6.49378 -3.07372
H -1.22521 -0.15963 4.99362
H -4.09094 -5.34235 3.50759
O -3.57189 4.70346 -3.00627
C 0.46228 -1.38478 0.21194
H -0.14565 0.51145 3.09907
H 2.43820 0.97699 -4.76031
H 0.07197 0.61960 -0.28896
H 2.03314 -2.15419 -3.05191
H -5.23546 0.04837 3.96381
H 3.91385 1.48514 -3.84383
H 1.78329 0.33234 -0.00804
H -3.65206 -2.30436 2.12144
C 1.67395 2.90007 -1.86417
H -0.82848 -4.36422 1.90974
O -1.63815 -6.17132 2.51313
H 2.11287 -0.44046 6.49622
H 0.78968 5.29758 -2.63415
C -4.23319 3.69361 -0.36450
H 4.91811 1.29018 4.90641
O 0.64148 2.75616 -2.55548
H -1.97672 3.49955 -2.89380
O 4.40542 0.53694 -1.57945
H -0.31319 -1.79595 -0.43435
C 3.35606 0.65160 -4.27066
H -4.04696 4.27946 0.53561
H -4.10258 0.30773 1.85949
H -4.82449 2.83356 -0.05021
N 3.15356 -0.39785 -3.30859
H 1.35554 -1.18932 -4.24638
H -1.16299 2.37581 -0.94298
C 0.94086 -5.94309 -3.90485
O 3.64648 3.40371 2.40565
H -1.74018 -4.28254 -4.25667
H 4.45230 4.45006 -1.77007
O 1.20522 -6.27033 -5.07601
N 2.31315 4.08028 -1.72812
H -4.71738 -3.78319 3.18459
H -0.90365 -1.12180 -2.75727
C -3.27911 0.81223 2.36494
H -3.23374 -0.63604 -5.72959
C -2.92202 2.23674 4.36107
C -1.55131 1.11477 -4.70449
C 0.86592 0.48305 3.50408
H -3.81259 -0.91315 -4.12478
H 1.18683 1.52220 3.57680
H 1.54663 -0.02219 2.81891
C 1.70712 5.34590 -2.04757
H 3.97063 3.02532 -0.83656
H -0.12324 -1.08114 1.07974
H -0.87565 1.77407 -4.13792
H -4.94414 4.29745 -0.92845
H -1.00614 -4.39668 -1.98257
C 2.33016 -1.47236 -3.84878
C 2.18355 -0.32798 5.41434
H 4.08406 -0.33458 1.67340
C -2.72773 -2.86684 1.98982
H -4.72050 0.77568 5.43996
C -2.06597 2.69196 -0.42069
H -4.74377 -4.94949 1.83021
O -2.13175 3.08720 3.89047
H -0.44485 -4.42297 -5.48007
H 3.96420 0.33187 -5.11685
N -2.02266 0.06446 -4.09710
C 3.79991 2.21722 2.17312
H 3.28650 -1.30674 -1.60154
C -0.68113 -4.12284 -4.45919
H 1.01458 -0.23001 -1.56924
C -1.64700 -0.32604 -2.80513
C -2.91055 3.81082 -2.40056
C 4.83893 -0.03832 2.40175
C -0.29541 -0.28642 5.56946

Forces on the atoms, in the same order (eV/Å):
H 0.0 0.5 -0.5
H -0.3 -0.3 -0.3
H -0.3 0.0 0.0
H 0.0 -0.3 0.3
H 0.0 0.3 0.3
H -0.4 0.4 -0.1
H 0.2 0.0 -0.7
H 0.3 -0.2 0.0
O -1.1 1.3 -0.5
H 0.2 0.1 0.1
O -0.3 0.5 -2.4
H 0.3 0.3 0.1
C -1.3 -1.9 1.3
N -1.2 0.3 -0.7
H 0.4 -0.1 0.8
N 1.8 -0.2 -0.2
N 0.4 0.4 0.1
N -1.4 -0.5 0.9
N 2.6 -1.3 -0.3
H 0.4 -0.6 0.4
H -0.3 -0.5 0.3
H 0.2 1.0 -0.2
H 0.2 -0.4 -0.6
N -0.1 1.0 0.5
H -0.2 0.6 -0.2
H 0.0 -0.2 -0.4
C 1.0 -1.1 0.9
H 0.0 -0.2 0.0
C 1.3 1.4 0.6
H 0.0 0.0 -0.3
C -0.6 -0.2 -0.6
C -0.7 -0.8 1.0
H -0.3 0.4 0.1
O 0.7 0.0 -0.7
H 0.2 0.0 0.3
C -0.1 0.8 1.1
C -0.2 0.3 0.4
H -0.4 -0.1 0.0
H -0.2 0.1 0.0
H 0.0 0.1 -0.2
C 0.5 0.9 2.0
H -0.4 -0.4 -0.2
C -1.0 0.2 -0.2
H 0.3 0.0 0.2
H -0.2 0.2 0.2
H 0.1 0.1 -0.3
H -0.5 -0.6 -0.4
O 0.6 -2.2 1.1
C 2.1 -0.9 -0.3
H 0.1 -0.2 -0.2
H -0.3 0.2 0.6
H 0.0 0.5 -0.4
H 0.7 -0.5 -0.1
H -0.1 0.0 -0.2
H -0.4 0.0 0.3
H 0.3 0.0 -0.2
H -0.1 -0.4 0.0
C -1.0 0.0 -2.3
H 0.0 -0.1 -0.1
O 0.3 1.1 -0.6
H 0.1 -0.3 -0.2
H 0.1 -0.4 0.4
C -2.6 1.4 0.4
H -0.4 -0.3 0.1
O 1.2 0.1 1.5
H -0.1 -0.6 0.5
O -2.2 -2.6 -1.3
H -0.6 -0.4 -0.6
C 0.8 0.7 -0.5
H 0.5 0.0 0.1
H -0.3 0.4 0.2
H 0.4 -0.5 0.0
N -0.6 0.7 -1.3
H -0.1 1.0 0.1
H -0.2 0.7 -0.6
C 0.9 -0.2 -2.0
O 0.4 -0.1 0.5
H 0.0 -0.2 0.2
H -0.2 -0.1 -0.5
O -0.7 0.2 1.3
N 0.5 -1.8 0.5
H 0.2 0.2 -0.3
H -0.2 -0.5 -0.3
C 1.6 0.2 0.4
H 0.5 0.3 0.1
C 1.2 1.8 -0.9
C 0.5 2.2 0.2
C -0.8 0.2 0.5
H -0.1 -0.3 0.1
H 0.1 0.2 0.1
H -0.2 -0.5 0.1
C 1.3 0.2 0.0
H -0.4 -0.2 -0.6
H -0.1 0.2 0.9
H 0.2 -0.5 0.4
H 0.1 0.1 -0.3
H 0.0 -0.2 0.5
C -0.3 -0.2 0.5
C -1.0 0.8 -0.5
H 0.2 -0.5 0.0
C 0.3 1.2 -1.4
H 0.4 0.1 0.0
C -0.9 -0.6 -0.2
H -0.1 -0.2 0.1
O -1.3 -1.6 0.7
H 0.0 0.1 0.1
H 0.3 -0.5 0.0
N -0.7 -2.3 0.3
C -0.6 -0.3 -1.3
H 0.5 0.3 1.1
C 1.4 -0.7 0.1
H 0.2 0.3 0.0
C 1.0 0.2 2.5
C -0.8 3.7 -2.0
C -0.3 0.7 0.0
C -0.7 0.1 0.7

Record 4
C4H9NO2 | wB97M-V/def2-TZVPD

* HOMO-LUMO gap: 10.03 eV
* spin multiplicity: 1
* structure (SMILES): CC(C)(O)C(N)=O
* HOMO: -9.32 eV
* energy relative to the best compared isomer or geometry (same formula, charge and spin): 201.8 kJ/mol

Cartesian coordinates (Å):
C -0.82983 -0.12679 -1.18868
H -0.15295 0.62296 1.77577
O 2.53378 -0.98326 0.38548
C -0.66580 -0.31544 1.38290
H 1.41308 1.82067 -0.85859
H -0.44482 -1.12519 2.25781
H -1.76258 -0.35455 1.22649
O 0.14421 -2.07440 -0.14866
C 1.69140 -0.20351 0.01261
H 1.03821 -2.38423 0.06303
C -0.04873 -0.72262 0.05120
H 2.77574 1.35272 -0.04474
H -0.08901 -0.03856 -1.90613
H -1.72984 -0.63080 -1.52675
N 1.91508 1.04515 -0.42946
H -1.14777 0.96149 -0.90236

Forces on the atoms, in the same order (eV/Å):
C -0.2 2.2 3.2
H -1.4 -0.8 -0.6
O -0.1 0.3 0.0
C 1.1 -1.7 2.2
H -0.7 -1.2 0.4
H -0.3 1.7 -2.3
H 0.5 0.8 0.5
O -1.1 -1.3 -0.2
C -4.7 -0.7 -0.4
H 0.0 0.6 0.3
C 3.1 0.8 -1.1
H 1.2 0.5 -0.2
H 1.0 0.0 -2.1
H 0.2 -0.5 0.2
N 1.2 1.1 0.3
H 0.5 -1.8 -0.5

Question: spin multiplicity of number 1 (C3H12N2OS)?
Answer: 1